1.
Computed, not measured: a structure of composition C13H14FNW at a distorted geometry, with ωB97M-V with the def2-TZVPD basis set.

Its charge is 0. As for the multiplicity: 3. The frontier orbital gap (spin up / spin down) is 6.4 / 7.4 eV. The value obtained for the total energy is -725.2692 hartree.

Last column: Mulliken spin population.
Element x y z (Å)
1 C -1.83030 -0.49328 -1.02873  0.010
2 C -1.61427 -1.10124 0.25567  0.053
3 C -0.48444 -1.96826 0.16368  0.033
4 C 0.06239 -1.84127 -1.13571  0.062
5 C -0.76013 -0.95468 -1.88887  0.064
6 W -0.13876 0.73552 -0.32688  1.133
7 N 0.31478 1.42242 -1.98392  0.071
8 C -0.85707 1.92200 1.23897  0.103
9 C -0.74083 0.73050 1.99720  0.378
10 H -0.15687 -2.65251 0.94469  0.005
11 H -2.28603 -1.01908 1.10639  0.001
12 H 0.93279 -2.36753 -1.52120  0.007
13 H -0.68925 -0.77440 -2.95410  -0.007
14 H -2.70643 0.07533 -1.33377  -0.005
15 H -1.64296 0.28378 2.40818  0.001
16 H -0.01810 2.63319 1.22241  0.012
17 H 0.17143 2.04523 -2.77724  0.011
18 H 0.06170 0.63397 2.71319  -0.002
19 H -1.80178 2.34835 0.88558  0.026
20 F 6.12170 -0.11379 0.42962  0.001
21 C 4.75896 -0.03824 0.26032  0.022
22 C 3.92106 -0.43716 1.30544  -0.011
23 C 2.53122 -0.29910 1.13418  0.020
24 C 2.00501 0.24456 -0.04801  -0.019
25 C 2.88918 0.53319 -1.09906  0.038
26 C 4.27636 0.42976 -0.96210  -0.012
27 H 4.34973 -0.83825 2.22535  0.000
28 H 1.85479 -0.59964 1.93904  0.003
29 H 2.49080 0.89013 -2.04970  0.003
30 H 4.94208 0.70209 -1.77945  0.000

***

2.
Computed, not measured: a structure of composition C4H9NO at a distorted geometry, with ωB97M-V with the def2-TZVPD basis set.

Its charge is 0. As for the multiplicity: 1. The frontier orbital gap is 10.4 eV. The value obtained for the total energy is -287.6780 hartree. The energy relative to the best compared isomer or geometry (same formula, charge and spin) is 96.9 kcal per mole.

Last column: Löwdin charge in e.
Element x y z (Å)
1 C 1.42242 -0.78186 -2.27365  -0.078
2 C 0.37145 -0.43114 -1.25849  -0.247
3 O 1.02462 0.14094 -0.10629  -0.068
4 C 0.25339 0.44578 0.92497  -0.286
5 N -0.98651 0.26966 0.93342  -0.071
6 C -1.69464 0.51185 2.09854  -0.187
7 H 1.99221 0.10232 -2.58138  0.081
8 H 2.12808 -1.51967 -1.87481  0.081
9 H 0.95887 -1.21123 -3.17122  0.082
10 H -0.34796 0.30688 -1.63368  0.122
11 H -0.20012 -1.30391 -0.92251  0.119
12 H 0.55016 0.97277 2.21318  0.206
13 H -2.75632 0.71368 2.14647  0.047
14 H -1.10781 1.75481 2.54572  0.142
15 H -1.47933 -0.02442 3.03364  0.055

***

3.
Computed, not measured: the molecule C5H10O, with ωB97M-V with the def2-TZVPD basis set.

Its charge is 0. As for the multiplicity: 1. The frontier orbital gap is 9.2 eV. The value obtained for the total energy is -271.6131 hartree. The energy relative to the best compared isomer or geometry (same formula, charge and spin) is 87.5 kcal per mole.

Last column: Löwdin charge in e.
Element x y z (Å)
1 O 2.53563 0.26716 0.79452  -0.088
2 C 1.85725 -0.68739 0.02365  -0.298
3 C 0.72369 -0.03559 -0.77923  -0.241
4 C -0.07542 0.90051 0.05825  -0.023
5 C -1.71297 -0.27959 0.63696  -0.086
6 C -1.49011 0.93686 -0.31940  -0.266
7 H 1.83569 0.86903 1.10799  0.054
8 H 1.42598 -1.48646 0.65430  0.112
9 H 2.58313 -1.16197 -0.64464  0.115
10 H 0.16076 -0.77441 -1.37739  0.118
11 H 1.17222 0.68081 -1.49125  0.143
12 H -0.81431 -0.43319 1.26508  0.080
13 H -1.87811 -1.19693 0.06958  0.090
14 H -2.51924 -0.08861 1.34388  0.089
15 H -1.75658 0.67333 -1.35235  0.107
16 H -2.04761 1.81644 0.01004  0.097